# C49H54N7O2P2Rb

C49H54N7O2P2Rb as an isolated structure (the ωB97M-V functional and the def2-TZVPD basis, the Open Molecules 2025 dataset).

XYZ file:
```
115
Properties=species:S:1:pos:R:3:forces:R:3
Rb -0.618 -1.673 -0.180 0.1 0.0 -0.1
C 2.351 -3.119 0.720 0.0 0.0 0.0
C 3.020 -2.015 0.120 0.0 0.0 0.0
C 2.667 -2.037 -1.271 0.0 0.0 0.1
C 1.813 -3.150 -1.460 0.0 -0.2 0.1
C 1.619 -3.827 -0.243 0.1 0.0 -0.1
C 0.890 -5.140 -0.036 0.0 0.0 0.0
C 0.243 -5.199 1.350 0.0 0.0 0.0
C -0.195 -5.348 -1.097 0.0 0.0 0.0
C 1.895 -6.301 -0.154 0.0 0.0 0.0
C 3.054 -1.149 -2.459 0.0 0.0 0.0
C 2.576 0.299 -2.290 0.0 0.0 0.0
C 4.564 -1.198 -2.744 0.0 0.0 0.0
C 2.373 -1.642 -3.747 0.0 0.0 0.0
C 4.114 -1.286 0.916 0.0 0.0 0.0
C 4.367 0.181 0.554 0.0 0.0 0.0
C 3.772 -1.257 2.414 0.0 0.0 0.0
C 5.439 -2.057 0.759 0.0 0.0 0.0
H 2.492 -3.452 1.741 0.0 0.0 0.0
H 1.342 -3.414 -2.395 0.0 0.0 0.0
H -0.484 -4.396 1.497 0.0 0.0 0.0
H 0.995 -5.102 2.137 0.0 0.0 0.0
H -0.271 -6.155 1.493 0.0 0.0 0.0
H -0.977 -4.588 -1.042 0.0 0.0 0.0
H -0.678 -6.320 -0.959 0.0 0.0 0.0
H 0.228 -5.322 -2.103 0.0 0.0 0.0
H 2.679 -6.195 0.598 0.0 0.0 0.0
H 2.369 -6.288 -1.137 0.0 0.0 0.0
H 1.402 -7.270 -0.012 0.0 0.0 0.0
H 3.012 0.798 -1.431 0.0 0.0 0.0
H 1.491 0.299 -2.163 0.0 0.0 0.0
H 2.807 0.893 -3.182 0.0 0.0 0.0
H 5.167 -0.846 -1.910 0.0 0.0 0.0
H 4.809 -0.584 -3.618 0.0 0.0 0.0
H 4.862 -2.229 -2.952 0.0 0.0 0.0
H 1.286 -1.601 -3.665 0.0 0.0 0.0
H 2.669 -2.665 -3.991 0.0 0.0 0.0
H 2.673 -0.995 -4.578 0.0 0.0 0.0
H 3.463 0.775 0.699 0.0 0.0 0.0
H 4.710 0.320 -0.466 0.0 0.0 0.0
H 5.139 0.586 1.217 0.0 0.0 0.0
H 2.846 -0.703 2.582 0.0 0.0 0.0
H 4.572 -0.754 2.966 0.0 0.0 0.0
H 3.663 -2.255 2.836 0.0 0.0 0.0
H 5.747 -2.093 -0.286 0.0 0.0 0.0
H 5.310 -3.086 1.100 0.0 0.0 0.0
H 6.241 -1.590 1.344 0.0 0.0 0.0
C 1.029 2.638 0.406 0.0 0.0 0.0
N -0.455 2.644 0.360 0.0 0.0 0.0
P -0.915 1.766 1.831 0.0 -0.1 0.0
C -0.693 3.102 3.066 0.0 0.0 0.0
C -0.659 2.702 4.401 0.0 0.0 0.0
C -0.525 3.641 5.411 0.0 0.0 0.0
C -0.405 4.989 5.096 0.0 0.0 0.0
C -0.421 5.392 3.767 0.0 0.0 0.0
C -0.565 4.452 2.755 0.0 0.0 0.0
C -2.736 1.727 1.757 0.0 0.1 0.0
C -3.538 2.862 1.624 0.0 0.0 0.0
C -4.912 2.736 1.579 0.0 0.0 0.0
C -5.501 1.477 1.692 0.0 0.0 0.0
C -4.714 0.353 1.851 0.0 0.0 0.0
C -3.328 0.478 1.875 0.0 0.0 0.1
P -0.959 1.722 -1.058 0.0 0.2 0.0
C -2.693 2.264 -1.351 0.0 -0.1 0.0
C -3.637 1.264 -1.549 0.0 0.0 0.0
C -4.954 1.586 -1.858 0.0 0.0 0.0
C -5.330 2.914 -1.975 0.0 0.0 0.0
C -4.389 3.921 -1.780 0.0 0.0 0.0
C -3.080 3.597 -1.472 0.0 0.0 0.0
C -0.230 2.722 -2.419 0.0 0.0 0.0
C 0.077 4.078 -2.333 0.0 0.0 0.0
C 0.532 4.768 -3.446 0.0 0.0 0.0
C 0.671 4.112 -4.663 0.0 0.0 0.0
C 0.359 2.764 -4.758 0.0 0.0 0.0
C -0.083 2.068 -3.641 0.0 0.0 0.0
H 1.363 3.114 1.329 0.0 0.0 0.0
H 1.446 3.190 -0.434 0.0 0.0 0.0
H 1.439 1.620 0.380 0.0 0.0 0.0
H -0.734 1.648 4.648 0.0 0.0 0.0
H -0.499 3.314 6.443 0.0 0.0 0.0
H -0.289 5.722 5.884 0.0 0.0 0.0
H -0.320 6.442 3.517 0.0 0.0 0.0
H -0.577 4.755 1.714 0.0 0.0 0.0
H -3.077 3.840 1.539 0.0 0.0 0.0
H -5.532 3.616 1.454 0.0 0.0 0.0
H -6.580 1.384 1.664 0.0 0.0 0.0
H -5.159 -0.625 1.979 0.0 0.0 0.0
H -2.712 -0.404 2.026 0.0 0.0 0.0
H -3.342 0.224 -1.466 0.0 0.0 0.0
H -5.677 0.794 -2.004 0.0 0.0 0.0
H -6.355 3.169 -2.217 0.0 0.0 0.0
H -4.682 4.961 -1.869 0.0 0.0 0.0
H -2.352 4.384 -1.320 0.0 0.0 0.0
H -0.045 4.594 -1.387 0.0 0.0 0.0
H 0.775 5.821 -3.365 0.0 0.0 0.0
H 1.025 4.652 -5.533 0.0 0.0 0.0
H 0.468 2.243 -5.701 0.0 0.0 0.0
H -0.313 1.009 -3.708 0.0 0.0 0.0
N 0.496 -1.941 3.464 0.0 0.1 0.0
C -0.860 -1.784 3.446 0.0 -0.1 0.0
O -1.500 -2.089 2.424 0.0 -0.1 0.1
C -1.482 -1.288 4.648 0.0 0.0 0.0
C -0.702 -0.878 5.746 -0.1 0.1 0.0
N -0.036 -0.509 6.622 0.0 0.0 0.0
C -2.889 -1.284 4.774 0.0 0.0 0.0
N -4.039 -1.275 4.897 0.0 0.0 0.0
H 0.963 -2.175 2.598 0.0 0.0 0.0
H 1.042 -1.579 4.226 0.0 0.0 0.0
O -1.208 -0.974 -2.889 0.2 0.1 0.0
N -1.756 -1.103 -4.011 0.0 0.0 0.1
C -2.882 -1.817 -4.021 -0.2 -0.1 -0.2
C -3.394 -2.385 -2.816 0.0 0.0 0.0
N -3.777 -2.813 -1.816 0.0 0.0 0.0
C -3.567 -2.000 -5.256 0.1 0.0 0.1
N -4.133 -2.161 -6.248 0.0 0.0 0.0
```
Forces are in eV/Å.

Output
Calculated total energy (Eh): -3140.245780
LUMO level (eV): 3.6
Charge: -2
Energy relative to the best compared isomer or geometry (same formula, charge and spin) (kJ/mol): 20.7
Strongest force on any atom (eV/A): 0.2
HOMO-LUMO gap (Ha): 0.2090



# C49H56F3N4O6P2PdSb

C49H56F3N4O6P2PdSb as an isolated structure at a distorted geometry (the ωB97M-V functional and the def2-TZVPD basis, the Open Molecules 2025 dataset).

XYZ file:
```
122
Properties=species:S:1:pos:R:3:forces:R:3
Pd -0.251 -0.822 0.243 -1.1 -2.4 -0.4
C 6.137 -2.568 -0.046 -0.4 0.1 0.2
C 4.911 -2.898 0.792 0.8 -0.3 0.3
C 4.837 -4.387 1.081 -0.2 0.4 0.0
O 3.750 -2.444 0.050 -0.6 0.2 0.0
P 2.620 -1.527 0.634 1.7 0.7 1.5
O 1.911 -0.883 -0.495 -1.0 0.4 -0.3
C 1.539 -2.496 1.742 -0.3 0.0 -1.2
P 0.617 -3.570 0.576 0.7 -1.6 1.6
O 0.068 -2.925 -0.638 -0.6 1.2 0.1
O 1.727 -4.657 0.318 -0.5 0.6 0.3
C 1.637 -5.559 -0.820 0.2 -0.7 -0.6
C 2.355 -4.939 -2.005 -0.2 0.1 0.2
C 2.261 -6.881 -0.404 -0.3 0.3 0.1
O -0.576 -4.244 1.368 0.2 0.3 -0.4
C -0.315 -5.075 2.526 0.0 -0.5 0.7
C -0.991 -6.418 2.305 0.3 0.3 -0.1
C -0.847 -4.379 3.770 0.2 0.0 -0.4
O 3.265 -0.526 1.697 -0.7 -1.0 -0.4
C 4.291 0.432 1.334 0.6 0.8 -0.1
C 5.422 0.350 2.348 -0.3 -0.2 -0.3
C 3.678 1.824 1.315 0.0 -0.5 -0.1
H 7.028 -2.944 0.449 0.1 0.0 0.0
H 6.240 -1.496 -0.189 0.1 0.1 0.0
H 6.051 -3.041 -1.020 0.0 -0.1 -0.1
H 4.929 -2.355 1.742 0.0 0.0 -0.1
H 4.892 -4.961 0.162 0.0 -0.1 -0.1
H 3.919 -4.644 1.598 -0.1 -0.1 0.1
H 5.681 -4.650 1.711 0.1 -0.1 0.1
H 0.850 -1.836 2.288 0.3 -0.1 -0.1
H 2.127 -3.087 2.442 0.1 -0.1 0.0
H 0.573 -5.691 -1.051 0.1 -0.1 0.0
H 3.372 -4.676 -1.727 0.1 0.0 0.0
H 1.838 -4.039 -2.328 0.0 0.1 -0.1
H 2.385 -5.650 -2.827 0.0 0.0 -0.1
H 3.328 -6.760 -0.241 0.1 0.0 0.0
H 2.108 -7.612 -1.192 0.0 -0.1 -0.1
H 1.811 -7.255 0.511 -0.1 -0.1 0.1
H 0.770 -5.218 2.605 -0.2 0.0 0.0
H -2.064 -6.280 2.197 -0.2 0.0 0.0
H -0.802 -7.065 3.156 0.0 -0.1 0.1
H -0.603 -6.893 1.408 0.0 -0.1 -0.1
H -1.927 -4.281 3.699 -0.1 0.0 0.1
H -0.411 -3.390 3.881 0.0 0.1 0.1
H -0.610 -4.972 4.649 0.0 0.0 0.1
H 4.651 0.180 0.331 0.0 0.0 0.1
H 5.032 0.518 3.347 0.0 0.0 0.2
H 6.154 1.120 2.130 0.1 0.1 0.0
H 5.925 -0.611 2.323 0.1 -0.1 0.0
H 3.163 2.008 2.254 0.0 0.1 0.1
H 2.981 1.911 0.489 -0.1 0.1 0.0
H 4.462 2.565 1.196 0.1 0.1 0.0
N -1.897 -1.477 1.287 1.5 1.7 0.2
C -2.765 -2.353 0.906 0.0 -0.1 -1.6
C -3.659 -2.990 1.829 0.0 0.1 0.4
C -4.545 -3.946 1.409 -0.1 0.0 0.6
C -4.638 -4.289 0.062 0.3 0.3 0.1
C -3.825 -3.650 -0.873 0.3 0.1 -0.7
C -2.902 -2.719 -0.484 0.0 -0.6 -0.3
H -3.592 -2.694 2.864 0.0 0.0 0.2
H -5.185 -4.437 2.127 -0.1 0.0 0.1
H -5.335 -5.044 -0.262 -0.2 -0.1 0.0
H -3.924 -3.897 -1.921 0.0 0.0 0.0
H -2.227 -2.267 -1.207 -0.2 0.0 0.1
N 2.153 5.937 -1.057 0.0 -0.3 -0.1
C 2.364 7.251 -0.733 -0.2 0.6 0.7
C 3.071 8.283 -1.336 0.1 0.3 0.0
C 3.059 9.511 -0.694 0.1 -0.4 -0.3
C 2.380 9.710 0.513 -0.3 -0.1 0.3
C 1.690 8.691 1.132 0.1 -0.1 -0.2
C 1.690 7.440 0.507 0.6 0.4 -0.9
N 1.137 6.270 0.900 -0.4 -1.1 0.2
C 1.419 5.388 -0.034 0.1 1.0 0.3
C 1.031 4.006 0.073 -0.2 -0.8 0.2
C 1.096 3.086 -0.981 0.0 0.0 0.3
C 0.751 1.773 -0.742 0.2 0.0 -0.1
N 0.368 1.330 0.460 -0.3 0.1 0.3
C 0.276 2.201 1.464 0.1 0.1 0.0
C 0.586 3.534 1.315 0.1 0.1 -0.3
H 2.523 5.461 -1.864 0.0 0.0 0.1
H 3.613 8.143 -2.258 0.0 0.0 -0.1
H 3.591 10.341 -1.134 0.1 0.0 -0.1
H 2.396 10.688 0.967 0.0 0.1 0.0
H 1.150 8.833 2.054 0.0 0.0 0.1
H 1.425 3.377 -1.966 0.0 0.0 -0.1
H 0.834 1.023 -1.525 0.0 0.1 0.0
H -0.029 1.804 2.423 -0.1 0.0 0.0
H 0.513 4.222 2.140 0.0 0.1 0.1
F -2.496 6.566 1.244 0.0 -0.1 0.0
C -2.474 5.316 0.781 0.0 -0.2 -0.2
C -2.842 4.273 1.616 0.0 0.2 0.0
C -2.807 2.980 1.126 -0.1 -0.1 -0.1
C -2.426 2.734 -0.188 0.1 -0.7 -0.4
C -2.078 3.793 -1.012 -0.1 -0.1 0.0
C -2.099 5.090 -0.533 -0.1 0.2 0.2
Sb -2.533 0.682 -0.900 -1.0 1.3 -0.4
C -2.472 0.841 -3.060 0.1 -0.1 0.8
C -1.471 1.532 -3.728 0.0 0.0 0.0
C -1.482 1.614 -5.109 -0.1 -0.1 -0.3
C -2.485 0.961 -5.809 0.0 -0.1 0.3
F -2.487 1.029 -7.140 0.0 0.0 0.0
C -3.466 0.223 -5.164 0.1 0.0 -0.2
C -3.451 0.166 -3.782 0.0 0.1 0.1
C -4.707 0.719 -0.796 1.0 -0.2 0.0
C -5.296 1.835 -1.377 -0.1 -0.1 0.0
C -6.670 1.976 -1.381 -0.2 0.0 0.0
C -7.445 0.986 -0.797 0.3 -0.1 0.0
F -8.773 1.113 -0.800 0.0 0.0 0.0
C -6.873 -0.129 -0.209 -0.3 0.0 0.0
C -5.493 -0.256 -0.207 0.0 0.0 -0.1
H -3.165 4.488 2.621 0.0 0.0 0.2
H -3.110 2.161 1.767 0.0 0.0 0.1
H -1.821 3.613 -2.045 0.1 0.1 -0.1
H -1.855 5.925 -1.169 0.1 0.2 -0.1
H -0.673 2.012 -3.180 0.0 0.1 0.0
H -0.732 2.167 -5.654 0.1 0.0 0.0
H -4.218 -0.292 -5.742 -0.1 0.0 -0.1
H -4.215 -0.397 -3.258 -0.1 0.0 -0.1
H -4.680 2.598 -1.830 0.0 0.1 -0.1
H -7.142 2.835 -1.830 -0.1 0.1 0.0
H -7.508 -0.879 0.236 -0.1 -0.1 0.1
H -5.044 -1.121 0.259 0.0 -0.1 0.1
```
Forces are in eV/Å.

Output
Calculated total energy (Eh): -3921.285533
LUMO level (spin up / spin down) (eV): -8.1 / -8.3
Charge: +2
Energy relative to the best compared isomer or geometry (same formula, charge and spin) (kJ/mol): 259.0
Strongest force on any atom (eV/A): 2.7
HOMO-LUMO gap (spin up / spin down) (Ha): 0.1410 / 0.1347



Q: Look up the charge of the first one.
A: -2



Q: Among the records above, which one has the lowest energy relative to the best compared isomer or geometry (same formula, charge and spin)?
A: C49H54N7O2P2Rb